Entry 1:
{"formula": "C21H18N7OPd", "method": "ωB97M-V/def2-TZVPD", "symbols": ["Pd", "C", "N", "C", "C", "C", "C", "C", "C", "N", "C", "C", "C", "C", "C", "C", "N", "C", "C", "C", "C", "C", "N", "H", "H", "H", "H", "H", "H", "H", "H", "H", "H", "H", "H", "H", "H", "H", "H", "H", "H", "O", "N", "C", "C", "N", "C", "N"], "xyz": [[0.438, 0.239, -1.953], [-2.357, 1.481, -0.996], [-1.782, 0.197, -0.668], [-1.369, 0.026, 0.703], [0.991, 0.118, 1.135], [1.857, 0.540, 2.338], [3.279, 0.659, 2.116], [3.796, 0.080, 1.017], [2.918, -0.281, -0.073], [1.638, -0.121, -0.108], [-2.483, -0.982, -1.156], [-1.512, -2.123, -1.355], [-1.571, -3.261, -0.564], [-0.618, -4.253, -0.742], [0.342, -4.080, -1.723], [0.323, -2.910, -2.469], [-0.563, -1.933, -2.283], [-1.302, 2.544, -1.222], [-1.280, 3.706, -0.470], [-0.298, 4.656, -0.711], [0.616, 4.415, -1.723], [0.517, 3.233, -2.440], [-0.402, 2.293, -2.189], [-3.065, 1.832, -0.227], [-2.910, 1.371, -1.933], [-1.188, -1.031, 0.860], [-2.150, 0.349, 1.405], [1.348, 1.161, 3.065], [3.891, 1.219, 2.812], [4.859, 0.078, 0.818], [3.386, -0.522, -1.023], [-2.936, -0.734, -2.118], [-3.285, -1.307, -0.475], [-2.318, -3.334, 0.217], [-0.618, -5.132, -0.111], [1.109, -4.821, -1.901], [1.066, -2.730, -3.239], [-2.013, 3.846, 0.314], [-0.247, 5.560, -0.118], [1.401, 5.122, -1.958], [1.205, 3.010, -3.245], [-0.218, 0.780, 1.054], [1.301, -0.819, 2.175], [0.402, -1.247, 3.237], [-0.872, -1.762, 3.051], [-1.942, -2.203, 2.903], [1.034, -1.400, 4.477], [1.583, -1.528, 5.494]], "forces_ev_per_a": [[0.039, 0.061, -0.107], [0.011, 0.037, -0.029], [-0.054, -0.044, 0.094], [-0.005, -0.034, 0.020], [0.083, 0.231, -0.031], [-0.013, -0.047, -0.026], [0.044, 0.025, -0.018], [-0.088, 0.058, -0.034], [0.067, 0.060, -0.081], [-0.152, -0.080, 0.211], [-0.016, 0.001, -0.014], [0.041, 0.040, 0.019], [0.014, 0.038, 0.019], [0.003, -0.005, 0.007], [0.017, 0.013, 0.002], [0.022, 0.041, 0.020], [-0.099, -0.093, -0.094], [0.034, -0.021, -0.009], [0.013, -0.020, 0.005], [0.011, 0.010, 0.003], [0.004, -0.021, -0.009], [0.012, -0.033, 0.020], [-0.036, -0.001, 0.013], [0.015, -0.003, 0.003], [0.007, -0.012, -0.002], [0.001, 0.000, 0.004], [-0.010, -0.009, -0.011], [0.049, -0.004, 0.033], [-0.007, -0.016, 0.023], [0.013, -0.002, 0.020], [-0.024, -0.043, -0.002], [0.047, 0.018, -0.020], [-0.014, 0.002, -0.028], [0.009, -0.015, 0.007], [-0.009, -0.002, -0.001], [-0.004, -0.009, 0.002], [-0.005, -0.014, -0.005], [-0.001, 0.006, 0.002], [-0.005, 0.005, -0.005], [-0.004, 0.011, 0.010], [-0.005, 0.019, -0.005], [0.032, 0.030, 0.037], [-0.063, -0.369, -0.117], [0.071, 0.421, 0.104], [-0.006, -0.177, -0.038], [0.016, -0.013, -0.030], [-0.069, -0.141, 0.026], [0.013, 0.102, 0.016]], "lowdin_charge": [0.32, -0.13, -0.17, -0.19, -0.45, -0.14, -0.04, -0.07, -0.15, 0.06, -0.13, -0.28, -0.03, -0.07, -0.08, -0.15, 0.05, -0.27, -0.04, -0.08, -0.09, -0.15, 0.01, 0.12, 0.12, 0.09, 0.14, 0.15, 0.10, 0.09, 0.09, 0.12, 0.13, 0.10, 0.10, 0.09, 0.10, 0.11, 0.10, 0.09, 0.09, -0.01, 0.08, -0.30, -0.30, 0.08, -0.29, 0.07], "gap_ev": 6.076, "lumo_energy_ev": 2.88, "total_charge": -1, "homo_ev": -3.2}

***

Entry 2:
{"formula": "C21H19BrN6OS6SbTi", "method": "ωB97M-V/def2-TZVPD", "symbols": ["Ti", "N", "C", "S", "N", "N", "C", "C", "C", "C", "C", "C", "C", "O", "H", "H", "H", "H", "H", "H", "H", "C", "C", "C", "C", "C", "Br", "N", "C", "H", "H", "H", "H", "H", "H", "S", "Sb", "S", "S", "S", "N", "C", "N", "C", "C", "C", "C", "C", "C", "S", "H", "H", "H", "H", "H", "H"], "xyz": [[-1.218, -0.738, 0.656], [-4.205, -2.644, 2.913], [-3.680, -1.887, 1.879], [-3.314, -0.204, 2.188], [-3.550, -2.481, 0.731], [-2.950, -1.625, -0.192], [-3.567, -1.400, -1.282], [-3.112, -0.416, -2.251], [-3.651, -0.434, -3.536], [-3.292, 0.496, -4.493], [-2.382, 1.493, -4.145], [-1.850, 1.552, -2.873], [-2.190, 0.601, -1.891], [-1.653, 0.690, -0.699], [-3.856, -2.315, 3.801], [-4.001, -3.626, 2.773], [-4.504, -1.925, -1.467], [-4.359, -1.219, -3.783], [-3.708, 0.449, -5.491], [-2.084, 2.233, -4.880], [-1.138, 2.319, -2.593], [3.786, 2.264, -1.409], [2.833, 1.170, -1.803], [2.821, 0.604, -3.069], [1.929, -0.410, -3.362], [1.071, -0.820, -2.352], [-0.101, -2.266, -2.706], [1.050, -0.299, -1.143], [1.916, 0.678, -0.886], [4.604, 2.346, -2.125], [4.213, 2.065, -0.426], [3.280, 3.231, -1.360], [3.523, 0.942, -3.824], [1.901, -0.890, -4.328], [1.884, 1.084, 0.117], [4.694, -2.591, 1.166], [3.184, -4.303, 1.385], [-0.599, -2.100, 2.649], [0.110, -2.713, 0.791], [3.441, -5.773, -0.337], [-1.644, 2.619, 1.377], [-0.601, 2.086, 2.073], [0.027, 0.998, 1.755], [1.130, 0.796, 2.596], [2.030, -0.261, 2.503], [3.079, -0.320, 3.402], [3.226, 0.646, 4.400], [2.330, 1.696, 4.511], [1.291, 1.760, 3.592], [0.042, 2.968, 3.444], [-1.967, 2.027, 0.612], [-2.379, 3.016, 1.940], [1.902, -1.037, 1.755], [3.774, -1.147, 3.310], [4.049, 0.572, 5.102], [2.438, 2.447, 5.284]], "forces_ev_per_a": [[0.857, -0.273, 0.941], [0.012, 0.025, 0.028], [-0.065, 0.055, -0.144], [-0.005, -0.076, -0.051], [-0.098, 0.106, -0.039], [-0.269, -0.053, -0.105], [0.041, -0.036, 0.021], [-0.007, 0.010, 0.005], [-0.008, -0.002, -0.035], [-0.006, -0.005, 0.000], [0.019, 0.023, 0.013], [-0.022, -0.023, -0.034], [0.114, -0.021, 0.024], [-0.151, 0.084, -0.097], [-0.010, 0.001, 0.002], [-0.007, 0.006, -0.006], [0.006, -0.016, -0.012], [-0.002, 0.004, 0.003], [0.001, 0.005, -0.002], [0.002, -0.001, -0.002], [0.004, 0.002, -0.007], [0.016, 0.006, 0.001], [-0.007, 0.001, 0.042], [0.047, 0.025, -0.048], [-0.034, -0.038, 0.023], [0.168, -0.035, 0.085], [-0.058, 0.019, -0.002], [-0.223, 0.086, -0.282], [0.012, -0.015, 0.052], [0.002, -0.001, 0.001], [0.001, -0.008, -0.004], [-0.003, -0.001, -0.003], [0.002, -0.002, 0.002], [0.002, 0.008, -0.005], [-0.021, 0.002, 0.016], [0.018, -0.089, -0.048], [0.075, 0.069, -0.075], [-0.062, -0.009, -0.173], [-0.240, 0.018, 0.009], [0.011, -0.001, 0.015], [-0.045, 0.013, 0.026], [0.033, 0.025, -0.099], [-0.275, 0.007, -0.051], [0.049, -0.051, -0.053], [0.037, 0.007, 0.038], [-0.023, -0.009, 0.060], [-0.021, -0.034, -0.006], [-0.006, 0.022, 0.021], [0.060, 0.013, 0.020], [0.016, -0.005, 0.007], [0.005, -0.031, -0.024], [-0.013, 0.005, 0.002], [0.045, 0.094, -0.033], [0.019, 0.084, -0.012], [0.007, 0.003, 0.000], [0.002, 0.007, -0.002]], "lowdin_charge": [0.33, 0.04, -0.95, 0.50, 0.00, -0.16, -0.09, -0.18, -0.07, -0.13, -0.11, -0.02, -0.36, -0.26, 0.05, 0.08, 0.13, 0.10, 0.08, 0.09, 0.11, -0.05, -0.25, -0.04, -0.11, -0.71, 0.80, 0.04, -0.07, 0.07, 0.08, 0.08, 0.11, 0.09, 0.10, -0.42, 0.11, -0.04, -0.13, -0.49, 0.09, -0.70, 0.02, -0.34, -0.09, -0.09, -0.10, -0.12, -0.48, 1.05, 0.05, 0.09, 0.02, 0.03, 0.09, 0.09], "gap_ev": [4.886, 5.030], "lumo_energy_ev": [3.83, 3.83], "total_charge": -2, "homo_ev": [-1.1, -1.2], "spin_multiplicity": 2}

***

Entry 3:
{"formula": "C21H19CeN5O5S2", "method": "ωB97M-V/def2-TZVPD", "symbols": ["Ce", "O", "C", "C", "C", "N", "C", "C", "C", "O", "O", "C", "O", "O", "H", "H", "H", "S", "C", "C", "C", "C", "N", "C", "C", "C", "S", "C", "N", "H", "H", "C", "C", "N", "C", "C", "C", "C", "N", "H", "H", "H", "H", "H", "H", "H", "H", "H", "H", "H", "H", "H", "H"], "xyz": [[-11.249, -2.772, 13.846], [-14.191, -6.742, 9.725], [-13.618, -6.019, 10.717], [-12.415, -6.388, 11.315], [-11.920, -5.553, 12.310], [-12.561, -4.484, 12.679], [-13.684, -4.115, 12.123], [-14.284, -4.830, 11.125], [-14.162, -2.729, 12.617], [-15.230, -2.276, 12.355], [-13.223, -2.118, 13.302], [-10.608, -5.771, 13.053], [-9.899, -6.702, 12.837], [-10.372, -4.788, 13.914], [-13.680, -7.503, 9.504], [-11.856, -7.284, 11.043], [-15.199, -4.538, 10.707], [-10.342, -2.306, 11.321], [-8.838, -2.704, 12.203], [-8.042, -3.730, 11.667], [-6.810, -4.003, 12.165], [-5.955, -4.889, 11.443], [-5.321, -5.601, 10.799], [-6.375, -3.377, 13.365], [-7.240, -2.521, 14.006], [-8.482, -2.139, 13.418], [-9.406, -0.888, 14.297], [-5.041, -3.620, 13.852], [-3.958, -3.766, 14.235], [-8.408, -4.256, 10.776], [-6.946, -2.106, 14.996], [-11.383, -2.619, 20.645], [-10.868, -1.786, 19.511], [-11.731, -1.794, 18.309], [-12.858, -0.858, 18.306], [-14.200, -1.618, 18.387], [-11.414, -2.451, 17.209], [-10.176, -3.335, 17.127], [-12.076, -2.332, 16.078], [-10.795, -2.633, 21.556], [-11.518, -3.668, 20.309], [-12.377, -2.212, 20.924], [-9.875, -2.120, 19.231], [-10.691, -0.789, 19.824], [-12.819, -0.185, 17.411], [-12.779, -0.192, 19.166], [-14.451, -2.135, 17.450], [-15.028, -0.943, 18.629], [-14.069, -2.334, 19.192], [-9.360, -2.688, 16.893], [-10.288, -4.025, 16.286], [-9.889, -3.887, 18.017], [-12.901, -1.707, 16.107]], "forces_ev_per_a": [[0.992, 0.391, -0.556], [-0.650, 1.284, 0.598], [-0.424, 0.331, -0.186], [0.284, 0.025, 0.265], [0.273, -1.385, -0.486], [0.582, 0.721, 0.973], [-1.164, 1.242, -0.304], [1.345, -1.490, 0.237], [0.532, -0.644, -0.338], [-0.925, 0.106, -0.256], [-0.156, 0.057, 0.174], [-0.391, 1.028, 0.361], [0.506, -0.847, -0.214], [-0.144, -0.481, -0.195], [0.740, -0.905, -0.179], [-0.172, 0.245, -0.004], [-1.073, 0.401, -0.608], [0.368, -0.176, 0.789], [-1.350, -0.210, -0.675], [-0.543, 0.017, -0.968], [0.586, 0.051, 0.467], [0.179, -0.496, -0.276], [-0.019, 0.129, 0.159], [-0.138, -0.059, -0.243], [0.127, 0.204, 0.676], [0.871, 0.761, 1.198], [0.086, -0.452, -0.227], [0.823, -0.002, 0.495], [-1.092, 0.090, -0.354], [0.284, 0.316, 0.395], [-0.294, -0.186, -0.975], [-1.698, -0.664, -0.053], [0.859, -0.842, -0.649], [0.307, 0.828, 1.195], [-0.771, 0.277, -0.614], [0.295, 0.393, -0.208], [0.318, -0.544, -1.159], [-0.767, 0.028, -0.011], [-0.651, 0.248, 0.438], [0.416, 0.239, -0.117], [-0.007, 0.534, 0.264], [0.361, -0.445, 0.021], [0.079, -0.183, -0.230], [-0.223, 1.231, 0.177], [0.121, -0.565, 0.590], [0.214, -0.208, 0.031], [0.113, 0.044, 0.402], [0.205, -0.086, -0.035], [-0.372, -0.252, 0.014], [0.758, 0.578, -0.235], [0.006, -0.074, 0.280], [-0.360, -0.083, 0.098], [0.758, -0.519, 0.053]], "lowdin_charge": [0.81, 0.10, -0.23, 0.10, -0.16, 0.03, -0.15, 0.12, -0.52, 0.14, -0.20, -0.52, 0.14, -0.20, 0.10, 0.14, 0.12, 0.70, -0.67, -0.05, -0.18, -0.17, 0.18, -0.17, -0.04, -0.68, 0.65, -0.17, 0.17, 0.14, 0.13, -0.07, -0.21, -0.06, -0.19, -0.06, -0.38, 0.02, 0.00, 0.08, 0.09, 0.08, 0.11, 0.11, 0.14, 0.12, 0.07, 0.08, 0.07, 0.08, 0.07, 0.09, 0.07], "gap_ev": [7.131, 7.133], "lumo_energy_ev": [-1.25, -1.25], "total_charge": 0, "homo_ev": [-8.4, -8.4]}